# 1
66
Properties=species:S:1:pos:R:3:lowdin_charge:R:1 method="wB97M-V/def2-TZVPD" homo_lumo_gap_ev=8.830 e_above_lowest_kcal_mol=6.2 e_tot_ev=-39126.6392 homo_energy_ha=-0.3018 total_charge=0
O 5.77 1.52 0.58 -0.108
O -1.78 -2.98 2.19 0.048
O -4.06 1.85 -3.78 -0.133
O -0.77 0.49 1.70 0.056
O 4.63 -0.80 -0.51 -0.099
N 1.28 -1.91 -0.10 -0.113
N 0.54 0.78 -0.08 0.099
N -3.45 -1.95 1.08 -0.100
C 2.62 -0.41 2.49 -0.040
C -2.16 -2.35 1.22 -0.448
C -5.16 1.11 -1.74 -0.137
C 1.48 0.37 -1.10 -0.138
C -5.15 2.07 -2.93 -0.213
C 6.01 -0.81 -0.81 -0.064
C 4.22 1.37 2.45 -0.020
C 1.40 -1.14 -1.32 -0.140
C 3.17 0.72 3.07 -0.066
C -4.34 -2.17 2.20 -0.028
C 0.13 -1.50 0.69 -0.214
C 4.20 -0.27 0.68 -0.179
C 3.12 -0.91 1.30 -0.126
C 2.50 -2.13 0.65 -0.103
C -2.69 1.04 -1.94 -0.138
C 4.75 0.90 1.26 -0.194
C -2.83 2.01 -3.11 -0.212
C -3.85 1.26 -0.96 -0.324
C -0.05 0.00 0.85 -0.467
C -1.18 -2.06 0.08 -0.010
C -3.98 -1.14 0.01 -0.161
C 6.38 2.64 1.17 -0.081
C -3.78 0.36 0.28 -0.126
H 0.22 -1.95 1.68 0.143
H -6.04 1.93 -3.55 0.124
H -5.23 -2.71 1.87 0.091
H 6.34 0.16 -1.21 0.087
H 6.14 -1.58 -1.57 0.094
H -5.14 3.11 -2.56 0.126
H 6.82 2.40 2.14 0.099
H 2.26 -2.86 1.43 0.135
H -5.26 0.09 -2.12 0.120
H 0.44 1.78 0.08 0.152
H 0.52 -1.37 -1.93 0.119
H 4.63 2.26 2.91 0.102
H -3.79 2.29 -0.61 0.147
H 3.22 -2.57 -0.04 0.126
H -2.80 0.50 0.75 0.096
H 7.18 2.93 0.48 0.095
H -5.05 -1.36 -0.06 0.124
H 1.24 0.89 -2.03 0.120
H -3.82 -2.76 2.95 0.085
H 2.29 -1.47 -1.85 0.125
H 2.49 0.66 -0.80 0.102
H -4.64 -1.22 2.64 0.093
H 6.61 -1.06 0.07 0.103
H 1.80 -0.91 2.98 0.118
H 2.77 1.10 3.99 0.108
H -2.74 3.05 -2.74 0.127
H -0.94 -3.02 -0.38 0.142
H -1.57 -1.38 -0.66 0.088
H -6.02 1.32 -1.10 0.123
H 5.68 3.47 1.28 0.096
H -2.72 0.02 -2.34 0.116
H -2.05 1.84 -3.86 0.123
H -4.53 0.70 0.99 0.117
H -1.73 1.19 -1.44 0.105
H -3.53 -1.44 -0.93 0.110



# 2
58
Properties=species:S:1:pos:R:3:lowdin_charge:R:1 method="wB97M-V/def2-TZVPD" homo_lumo_gap_ev=4.372 e_above_lowest_kcal_mol=125.9 e_tot_ev=-119308.3105 homo_energy_ha=-0.7286 total_charge=+4
La -3.05 0.99 0.10 1.337
I 0.37 3.15 3.16 0.269
I -2.30 3.87 3.08 0.273
Ga -0.34 0.09 0.09 0.396
S -0.97 2.39 -0.28 0.576
S -1.68 0.17 2.07 0.545
O -5.82 -0.94 0.59 0.270
O -4.89 2.09 -2.56 0.270
O 0.89 -2.72 0.76 0.201
O 1.71 -0.61 -0.42 -0.160
N 3.54 -1.57 0.47 -0.063
N 3.04 -1.43 -1.91 -0.056
C -1.16 2.18 -3.06 -0.050
C -3.52 -0.96 3.56 -0.060
C -4.88 -0.30 0.39 -0.133
C 2.84 -1.31 -0.62 -0.373
C -1.91 4.28 -1.88 -0.048
C -2.59 -2.47 1.76 -0.041
C -1.10 -1.64 3.64 -0.107
C 2.01 -0.88 -2.88 0.023
C -4.27 1.68 -1.68 -0.135
C -2.30 -1.35 2.75 -0.897
C 4.19 -1.98 -2.59 -0.007
C 3.17 -1.20 1.88 0.037
C 4.83 -2.22 0.38 -0.010
C -0.92 3.13 -1.89 -0.902
C 0.44 -1.64 0.51 -0.111
C 0.51 3.61 -1.82 -0.113
H -2.20 1.80 -3.10 0.064
H 2.25 -0.63 1.93 0.061
H -2.86 -3.35 2.37 0.138
H -0.47 1.32 -3.05 0.085
H -3.80 -1.82 4.18 0.131
H -2.96 3.95 -1.89 0.071
H 1.22 2.78 -1.77 0.090
H 3.98 -0.60 2.30 0.122
H 5.54 -1.61 -0.17 0.119
H -4.39 -0.70 2.93 0.070
H 1.87 0.19 -2.74 0.081
H 0.71 4.20 -2.71 0.120
H -1.71 -2.72 1.15 0.072
H -3.45 -2.24 1.10 0.066
H 3.09 -2.12 2.47 0.119
H -0.98 2.76 -3.98 0.136
H 4.68 -1.20 -3.18 0.126
H 1.06 -1.40 -2.77 0.093
H -0.89 -0.79 4.29 0.103
H 5.26 -2.37 1.37 0.116
H 4.72 -3.22 -0.05 0.120
H 0.66 4.24 -0.93 0.102
H -1.35 -2.51 4.24 0.122
H -1.75 4.92 -0.99 0.110
H 4.93 -2.42 -1.92 0.079
H -3.30 -0.11 4.22 0.109
H -1.74 4.88 -2.78 0.135
H 2.36 -1.04 -3.90 0.117
H -0.21 -1.87 3.04 0.073
H 3.86 -2.77 -3.27 0.122



# 3
8
Properties=species:S:1:pos:R:3:lowdin_charge:R:1 method="wB97M-V/def2-TZVPD" homo_lumo_gap_ev=11.258 e_above_lowest_kcal_mol=37.8 e_tot_ev=-3642.8735 homo_energy_ha=-0.3696 total_charge=0
N -0.37 1.05 -0.25 -0.002
C 0.71 -0.12 -0.07 -0.172
C -0.72 -0.38 -0.05 -0.263
H -0.23 1.40 0.72 0.077
H -0.97 -0.75 -1.01 0.081
H -1.26 -0.97 0.76 0.125
H 1.46 -0.31 -0.82 0.082
H 1.38 0.09 0.73 0.072



# 4
53
Properties=species:S:1:pos:R:3:lowdin_charge:R:1 method="wB97M-V/def2-TZVPD" homo_lumo_gap_ev=7.841 e_above_lowest_kcal_mol=0.0 e_tot_ev=-61778.3110 homo_energy_ha=-0.3004 total_charge=0
S 5.26 -0.98 -0.49 0.624
S -2.31 2.10 -0.64 0.672
F -2.23 -4.91 3.25 0.086
F -1.12 -4.43 5.02 0.088
O -2.00 -2.75 3.81 0.084
O -1.96 1.71 0.70 -0.280
O -3.34 3.08 -0.82 -0.271
N 2.10 0.09 -0.10 0.100
N 4.79 1.11 -2.07 0.012
N 3.02 0.57 -0.95 -0.015
N -2.75 0.73 -1.46 -0.257
N 3.83 1.98 -2.44 0.119
C 0.31 4.25 -2.86 -0.049
C 1.14 -1.47 1.38 -0.194
C -3.20 0.95 -2.82 -0.250
C 4.34 0.21 -1.16 -0.800
C -0.83 2.69 -1.46 -0.247
C 0.33 1.95 -1.30 0.001
C -2.15 -4.00 4.25 -0.463
C -0.86 3.83 -2.24 -0.051
C -4.72 1.13 -2.88 -0.070
C 0.11 -3.26 2.63 0.001
C -2.14 -0.52 -1.11 -0.264
C 2.77 1.67 -1.77 -0.208
C 1.51 2.38 -1.91 -0.123
C 1.12 -2.79 1.82 -0.009
C 1.48 3.53 -2.70 -0.011
C 2.20 -1.04 0.49 -0.080
C -3.16 -1.65 -1.03 -0.062
C -0.90 -1.07 2.60 0.018
C 0.12 -0.61 1.79 -0.024
C -0.91 -2.40 3.01 -0.201
H 0.31 5.14 -3.47 0.110
H -5.21 0.24 -2.50 0.070
H 3.03 -1.72 0.35 0.049
H -2.67 -2.56 -0.68 0.074
H -2.89 0.11 -3.44 0.124
H 5.72 1.15 -2.46 0.151
H -3.94 -1.39 -0.34 0.083
H 0.32 1.07 -0.68 0.079
H 0.12 0.43 1.49 0.100
H -3.07 -4.06 4.85 0.176
H -3.60 -1.85 -2.01 0.068
H -1.34 -0.78 -1.83 0.126
H -2.72 1.86 -3.21 0.109
H -5.00 1.97 -2.25 0.064
H -5.03 1.31 -3.90 0.075
H -1.69 -0.37 -0.13 0.079
H -1.78 4.37 -2.33 0.114
H 1.91 -3.47 1.53 0.120
H -1.69 -0.41 2.90 0.128
H 0.12 -4.29 2.95 0.115
H 2.40 3.85 -3.17 0.110



# 5
59
Properties=species:S:1:pos:R:3:lowdin_charge:R:1 method="wB97M-V/def2-TZVPD" homo_lumo_gap_ev=8.973 e_above_lowest_kcal_mol=2.8 e_tot_ev=-44760.5488 homo_energy_ha=-0.3265 total_charge=0
S -0.57 -4.32 0.94 0.700
O -3.61 -0.51 0.15 -0.032
O -0.23 1.30 4.64 -0.035
O 2.22 -1.77 2.46 -0.079
O 3.52 2.22 0.79 -0.051
O 3.85 -0.70 0.58 -0.065
O -2.30 0.36 2.46 -0.053
O 0.28 2.12 -4.00 -0.060
O 2.95 1.62 -2.89 -0.079
O -3.53 0.75 -2.52 -0.089
O -0.15 -1.05 3.34 -0.077
O 2.53 -0.09 -1.71 -0.111
O 1.49 1.38 2.24 -0.080
O -1.40 -0.19 -3.86 -0.074
N -0.67 0.00 -1.05 -0.037
C -0.72 -1.17 -0.18 -0.270
C -1.81 -3.49 -0.15 -0.526
C -0.11 1.15 -0.26 -0.272
C -0.80 2.47 -0.50 -0.061
C -1.19 -2.37 -0.99 -0.262
H 2.56 -2.12 3.30 0.071
H -1.70 2.33 -1.11 0.063
H 0.28 -1.39 0.18 0.106
H -1.43 -1.03 0.63 0.071
H 3.23 -1.02 1.29 0.024
H 3.33 0.78 -3.12 0.038
H 0.94 1.10 -0.57 0.082
H -2.90 1.02 2.81 0.066
H -0.94 1.41 4.00 0.029
H -0.36 -2.70 -1.61 0.110
H -2.05 -2.16 -1.64 0.107
H 2.88 -0.17 -0.78 0.014
H 3.77 1.98 1.70 0.060
H 0.09 2.20 -3.06 0.017
H 0.59 1.22 4.15 0.011
H -1.64 0.30 -1.20 0.049
H -2.66 0.09 1.59 0.016
H 1.84 1.95 1.52 0.036
H 2.29 -1.01 -1.87 0.072
H -1.21 2.97 0.39 0.075
H 1.43 0.46 1.92 0.013
H 1.30 -1.47 2.67 -0.005
H -0.87 -0.57 2.87 0.015
H 1.25 2.03 -3.95 0.027
H 3.51 1.36 0.35 -0.001
H 4.63 -1.22 0.38 0.073
H 3.18 1.81 -1.98 0.031
H -0.01 -0.37 4.02 0.021
H -4.32 -1.12 0.35 0.079
H -2.86 0.11 -2.89 0.013
H -0.59 -0.48 -3.44 0.041
H -3.96 0.22 -0.36 0.048
H -0.10 3.18 -0.94 0.077
H -2.59 -3.08 0.50 0.055
H -2.22 -4.29 -0.75 0.063
H 0.02 0.93 0.81 0.068
H -0.04 -3.20 1.46 -0.187
H -3.24 1.55 -2.96 0.037
H -1.18 0.71 -4.15 0.025



# 6
15
Properties=species:S:1:pos:R:3:lowdin_charge:R:1 method="wB97M-V/def2-TZVPD" homo_lumo_gap_ev=7.587 e_above_lowest_kcal_mol=52.5 e_tot_ev=-9767.1125 homo_energy_ha=-0.2539 total_charge=0
N -2.14 1.62 1.09 -0.032
N 1.53 -1.41 -0.49 -0.008
N -1.29 1.63 0.00 -0.047
C -0.50 0.61 -0.17 -0.319
C 1.48 -0.35 -1.33 -0.149
C 0.55 -1.58 0.45 -0.113
C -0.41 -0.64 0.68 -0.014
C 0.56 0.61 -1.17 -0.046
H 0.54 1.45 -1.93 0.122
H 0.68 -2.46 1.08 0.118
H -1.77 1.21 1.91 0.045
H 2.06 -2.23 -0.74 0.147
H 2.32 -0.19 -2.01 0.123
H -2.43 2.61 1.21 0.085
H -1.17 -0.89 1.42 0.087



# 7
95
Properties=species:S:1:pos:R:3:lowdin_spin:R:1 method="wB97M-V/def2-TZVPD" homo_lumo_gap_ev="6.759 / 7.896" e_above_lowest_kcal_mol=21.2 spin_multiplicity=4 e_tot_ev=-133176.6429 homo_energy_ha="-0.2452 / -0.2870" s_squared=3.757 total_charge=0
V -0.32 0.77 0.60 2.761
S 4.69 2.59 -0.42 0.000
S 2.93 0.82 0.96 0.005
Si 1.60 -3.49 -0.01 0.000
Si -1.41 -3.20 -0.66 0.002
Si 0.66 -1.50 -2.22 0.002
F 4.97 1.44 2.60 0.000
F 3.20 2.64 2.99 0.000
F 2.43 3.61 -1.31 0.000
F 4.22 4.43 -2.21 0.000
F 3.21 0.55 3.51 0.000
F 3.52 2.47 -2.79 0.000
O 0.22 -1.21 0.41 0.049
O 4.57 3.53 0.65 0.000
O 5.96 2.37 -1.05 0.000
O 1.65 1.64 0.93 0.027
N -2.75 2.55 -0.48 0.014
N 3.98 1.19 -0.16 0.001
N -2.45 -0.02 0.99 0.012
N -0.22 0.35 2.78 0.005
N -0.13 1.16 -1.52 0.014
N -1.05 2.79 1.68 0.010
C -0.42 2.89 -3.15 0.000
C -0.16 0.22 -2.50 0.015
C -1.45 5.14 1.83 0.000
C -1.58 3.92 1.19 0.006
C -0.60 1.94 -4.14 0.013
C 0.20 -2.57 -3.70 0.000
C 0.24 -2.27 -0.56 0.006
C -0.45 2.85 2.88 0.005
C -1.39 -0.45 3.16 0.004
C -2.64 0.02 2.44 0.003
C -0.27 4.04 3.57 0.000
C -3.65 0.42 0.27 0.004
C 3.66 3.31 -1.77 0.000
C 2.14 -4.67 -1.38 0.000
C -1.32 -4.90 -1.47 0.000
C 3.13 -2.61 0.61 0.000
C 1.05 -4.54 1.46 0.000
C -2.40 3.88 -0.09 0.002
C -0.20 2.45 -1.86 0.020
C 0.02 1.57 3.54 0.003
C -0.75 5.21 3.03 0.004
C -3.81 1.93 0.29 0.001
C 2.45 -1.02 -2.44 0.001
C -0.44 0.60 -3.81 -0.001
C -2.12 -3.49 1.08 0.001
C -2.72 -2.27 -1.67 0.001
C 3.65 1.46 2.59 0.000
H -2.24 -0.98 0.72 0.002
H -0.99 -4.84 -2.51 0.000
H -0.88 -2.73 -3.82 0.000
H 0.24 4.03 4.52 0.000
H -2.33 -5.31 -1.47 0.000
H 2.73 -5.48 -0.92 0.000
H -1.35 -3.39 1.84 0.000
H -0.47 1.52 4.53 0.000
H -2.95 -2.83 1.34 0.000
H -4.55 -0.05 0.69 0.000
H 1.33 -5.14 -1.93 0.000
H -2.90 2.47 -1.48 0.000
H -2.51 -4.51 1.14 0.000
H -2.86 1.05 2.73 0.000
H 3.90 -3.38 0.78 0.000
H -1.83 4.36 -0.89 0.000
H 0.60 -0.24 2.81 0.002
H -1.89 6.03 1.39 0.000
H -0.67 -5.61 -0.95 0.000
H 2.79 -0.31 -1.68 0.000
H 0.82 -3.90 2.32 0.000
H -1.56 -0.43 4.24 0.000
H 2.94 -2.11 1.56 0.000
H 0.67 -3.54 -3.60 0.000
H -3.57 0.09 -0.77 0.000
H -0.50 -0.15 -4.58 0.000
H 2.80 -4.17 -2.10 0.000
H -0.81 2.23 -5.16 0.001
H 0.58 -2.13 -4.63 0.000
H 3.12 -1.88 -2.41 0.000
H -2.93 -2.82 -2.59 0.000
H -0.45 3.95 -3.36 0.000
H -3.28 4.53 0.08 0.000
H 0.20 -5.19 1.27 0.000
H 1.08 1.67 3.73 0.000
H -3.49 -0.60 2.76 0.000
H 1.90 -5.17 1.75 0.000
H -3.75 2.31 1.31 0.000
H -2.39 -1.27 -1.96 0.000
H -3.67 -2.17 -1.13 0.000
H -1.17 -1.48 2.87 0.000
H -0.61 6.15 3.54 0.000
H 3.55 -1.88 -0.08 0.000
H -4.81 2.19 -0.08 0.000
H -0.05 3.15 -1.05 0.003
H 2.58 -0.54 -3.42 0.000



# 8
46
Properties=species:S:1:pos:R:3:lowdin_charge:R:1 method="wB97M-V/def2-TZVPD" homo_lumo_gap_ev=8.972 e_above_lowest_kcal_mol=17.0 e_tot_ev=-44980.4200 homo_energy_ha=-0.3078 total_charge=0
S -0.81 -4.19 1.60 1.032
O -2.48 -2.19 2.27 0.113
O -4.58 1.19 0.44 0.085
O -0.43 -2.52 -0.67 0.045
O -1.86 3.43 1.03 0.045
N -3.15 1.35 2.20 0.082
N 1.70 -1.83 -0.30 0.010
N -1.09 -0.51 2.47 0.106
N -0.36 -1.61 2.19 0.056
C 1.26 1.80 -2.36 -0.084
C 2.43 1.06 -2.48 -0.047
C -2.18 4.55 -0.87 -0.052
C 0.24 1.33 -1.56 -0.064
C 3.07 -2.20 -0.01 -0.133
C 3.90 -0.88 -1.95 -0.146
C 1.55 -0.62 -1.02 -0.130
C 0.83 -3.78 0.93 -0.354
C 0.63 -2.65 -0.11 -0.527
C -1.20 -2.58 2.06 -0.676
C 3.83 -2.27 -1.33 -0.159
C -3.18 3.56 -0.77 0.010
C -2.33 -0.87 2.52 -0.303
C -2.94 2.89 0.41 -0.193
C -1.42 4.43 0.26 -0.107
C -3.48 0.05 2.73 -0.080
C -3.64 1.74 0.98 -0.428
C 2.59 -0.15 -1.81 -0.157
C 0.39 0.13 -0.88 0.007
H 1.20 -4.69 0.46 0.091
H -3.96 3.34 -1.47 0.121
H -4.35 -0.33 2.19 0.134
H 1.46 -3.47 1.76 0.076
H -3.71 0.12 3.80 0.135
H 3.24 1.43 -3.10 0.112
H -0.56 4.97 0.60 0.125
H 4.84 -2.67 -1.17 0.113
H 4.18 -0.94 -3.00 0.119
H 3.30 -2.95 -2.00 0.123
H 4.67 -0.29 -1.44 0.124
H -2.27 1.74 2.50 0.131
H 1.16 2.73 -2.90 0.100
H -0.40 -0.22 -0.24 0.098
H -2.05 5.26 -1.66 0.104
H 3.11 -3.15 0.50 0.111
H 3.51 -1.43 0.63 0.142
H -0.67 1.90 -1.45 0.091



# 9
72
Properties=species:S:1:pos:R:3:lowdin_charge:R:1 method="wB97M-V/def2-TZVPD" homo_lumo_gap_ev=6.730 e_above_lowest_kcal_mol=12.7 e_tot_ev=-81831.1639 homo_energy_ha=-0.5985 total_charge=+3
Co -0.84 0.14 -0.52 0.670
O 0.88 -0.53 -0.49 -0.095
O -0.68 0.20 1.31 -0.099
N -0.72 0.35 -2.38 0.182
N 1.71 0.18 4.15 0.126
N -1.67 -1.58 -0.74 0.025
N -2.44 1.17 -0.39 -0.027
N 3.60 0.26 0.81 0.116
C -3.99 -0.59 -0.93 -0.134
C 0.82 -4.08 0.22 0.068
C 2.86 1.07 3.87 -0.095
C 0.49 0.25 3.73 0.038
C -1.01 -2.65 -0.49 -0.004
C 0.36 -2.79 -0.07 -0.097
C -3.02 -1.68 -1.34 -0.146
C -0.30 2.61 3.97 0.051
C -0.65 0.38 -7.70 -0.013
C -2.66 2.05 0.52 0.001
C -1.33 4.86 4.45 -0.017
C 2.59 -5.75 0.90 -0.017
C 0.07 -0.60 -7.02 -0.034
C 2.45 1.03 1.30 -0.131
C 0.09 -0.60 -5.64 -0.011
C -1.36 1.36 -7.02 -0.032
C 2.78 1.85 2.55 -0.123
C -3.53 0.81 -1.30 -0.164
C -1.97 3.40 2.48 0.069
C 2.14 -4.36 0.55 -0.233
C -0.64 0.38 -4.95 -0.212
C 2.60 -1.95 0.32 -0.092
C -0.94 1.25 2.05 -0.260
C -0.67 0.36 -3.53 -0.011
C -1.36 1.37 -5.64 -0.010
C -1.18 3.61 3.61 -0.228
C 3.01 -3.29 0.56 0.051
C 1.25 -1.70 -0.07 -0.260
C -0.21 1.41 3.25 -0.134
C 3.64 -0.98 0.43 0.047
C -1.83 2.27 1.68 -0.102
H 1.65 0.33 1.49 0.085
H -1.91 2.11 -7.56 0.126
H 1.95 -0.66 4.65 0.180
H -2.89 -1.66 -2.42 0.135
H 0.12 -4.91 0.16 0.145
H 2.20 -6.04 1.87 0.098
H -3.58 2.63 0.45 0.160
H -3.18 0.84 -2.33 0.110
H 4.64 -1.34 0.23 0.164
H -0.66 0.37 -8.79 0.129
H -1.55 -3.59 -0.61 0.158
H -3.44 -2.65 -1.08 0.137
H -2.25 4.81 5.04 0.102
H -4.94 -0.78 -1.44 0.139
H -0.50 4.98 5.14 0.088
H 2.21 -6.48 0.18 0.097
H 4.05 -3.47 0.79 0.139
H 0.62 -1.35 -7.57 0.125
H 4.49 0.76 0.78 0.179
H -4.18 -0.64 0.15 0.133
H -0.07 -0.68 3.79 0.173
H -1.89 2.13 -5.09 0.125
H 2.03 2.64 2.63 0.113
H 2.12 1.70 0.51 0.146
H -1.40 5.75 3.83 0.095
H 3.67 -5.84 0.93 0.090
H 3.74 2.36 2.43 0.137
H -4.36 1.51 -1.19 0.134
H 0.65 -1.35 -5.10 0.124
H -2.70 4.16 2.21 0.147
H 3.72 0.41 3.86 0.136
H 3.01 1.77 4.70 0.143
H 0.29 2.72 4.87 0.144